Record 1
Computed, not measured: a 2-piece molecular cluster, C5H13NO overall, with ωB97M-V/def2-TZVPD.

Geometry as XYZ:
```
20
Properties=species:S:1:pos:R:3:forces:R:3
C -0.676 -0.930 -1.538 0.0264 0.7496 0.1606
C -2.143 -0.507 -1.590 0.3172 -0.2032 0.0426
O -0.464 -2.088 -0.794 -0.0139 -0.3289 1.3663
H -0.427 -1.836 0.184 0.1478 -0.4133 -1.3931
H -0.312 -1.132 -2.548 0.0742 0.1546 0.0109
H -0.081 -0.094 -1.095 -0.2235 -0.3122 -0.5030
H -2.264 0.363 -2.230 -0.0713 0.1406 -0.0689
H -2.496 -0.262 -0.589 -0.0846 0.0407 0.0632
H -2.750 -1.322 -1.979 -0.0554 -0.0321 -0.0235
C 1.622 0.426 1.117 -0.0400 0.2134 -0.5880
C 1.769 1.756 0.380 0.0489 -0.1257 0.0139
C 0.239 0.218 1.637 0.5002 -0.0790 1.2809
N -0.272 -0.937 1.677 -0.3624 -0.1533 -0.1552
H -1.165 -1.007 2.161 0.0125 0.3597 0.0444
H -0.179 1.081 2.180 -0.2400 -0.1175 -0.3048
H 2.301 0.419 1.977 -0.0915 -0.0890 -0.0019
H 1.883 -0.414 0.469 0.0340 -0.0150 0.1038
H 1.522 2.589 1.037 0.0327 0.0913 0.0031
H 2.791 1.880 0.027 -0.0169 0.0861 -0.0009
H 1.104 1.797 -0.482 0.0056 0.0329 -0.0503
```
Forces are in eV/Å.

The HOMO-LUMO gap is 10.31 eV. The SMILES is [H]/N=C/CC.CCO. Its energy above the lowest of the compared OMol25 structures with the same formula, charge and spin is 29.8 kcal/mol. Its highest occupied orbital energy is -0.3479 hartree. Its charge is 0.

---

Record 2
Computed, not measured: a 2-piece molecular cluster, C5H13NO overall, with ωB97M-V/def2-TZVPD.

Geometry as XYZ:
```
20
Properties=species:S:1:pos:R:3:forces:R:3
C -0.747 -0.365 -1.553 0.0723 0.0165 -0.0355
C -0.642 0.630 -0.382 -0.4712 0.0035 -0.5047
C -0.094 0.043 0.910 1.0509 -0.3157 -0.4872
C 1.452 -0.106 0.871 -0.8018 -0.6338 -0.1688
C 2.491 1.900 0.363 0.2196 0.3757 -0.8396
N 2.113 1.112 1.258 -0.1585 0.1349 0.2017
H 0.034 -1.126 -1.573 0.1618 0.0114 0.2074
H -1.705 -0.885 -1.568 -0.0291 0.0687 0.0242
H -0.649 0.172 -2.496 -0.1459 -0.0218 -0.0991
H -0.079 1.477 -0.768 0.3460 0.2066 0.4199
H -1.644 1.020 -0.208 -0.0920 0.0438 0.1031
H -0.337 0.625 1.787 -0.3709 0.0986 0.2347
H -0.499 -0.967 0.983 -0.1631 0.0810 0.4123
H 1.660 -0.475 -0.146 0.5230 0.2874 0.0255
H 1.759 -0.885 1.569 -0.0093 0.0074 0.0276
H 2.946 2.863 0.589 -0.0033 -0.0731 0.3358
H 2.399 1.700 -0.716 -0.0449 -0.2052 0.0961
H -2.167 -2.305 -0.090 -0.1629 -0.0746 0.1026
H -3.427 -2.561 0.761 0.0300 -0.1116 -0.0201
O -2.864 -1.867 0.411 0.0492 0.1002 -0.0359
```
Forces are in eV/Å.

The HOMO-LUMO gap is 10.35 eV. The SMILES is C=NCCCC.O. Its energy above the lowest of the compared OMol25 structures with the same formula, charge and spin is 35.3 kcal/mol. Its highest occupied orbital energy is -0.3522 hartree. Its charge is 0.

---

Record 3
Computed, not measured: a 2-piece molecular cluster, C5H13NO overall, with ωB97M-V/def2-TZVPD.

Geometry as XYZ:
```
20
Properties=species:S:1:pos:R:3:forces:R:3
C -1.338 1.992 1.021 -0.7195 -2.2246 -0.3647
N -0.241 1.505 0.216 -2.5558 -1.7492 1.3229
C -0.330 0.242 -0.418 2.3875 -0.1268 0.5308
C -1.377 -0.458 -0.854 -3.1932 1.8904 -0.2406
C -1.463 -1.763 -1.562 1.3906 -2.6760 0.1669
C 1.001 -0.462 -0.316 1.5710 -1.2479 -2.6522
H -2.035 2.461 0.405 -1.1695 2.0572 -0.6840
H -2.008 1.204 1.391 0.6227 -0.8036 -0.2854
H -1.106 2.422 1.958 0.8001 1.3623 0.5179
H 0.452 2.170 0.048 1.4143 0.3670 -0.6263
H -2.425 -0.006 -0.757 1.5911 -0.2033 -0.0370
H -0.692 -1.963 -2.330 0.2725 0.4211 0.6181
H -1.376 -2.639 -0.841 0.0097 0.8803 -0.6555
H -2.325 -2.048 -2.170 -0.6406 0.9852 0.5374
H 0.991 -1.429 -0.835 -0.6035 -0.1136 0.1600
H 1.322 -0.731 0.668 -0.1530 0.3386 0.8997
H 1.928 -0.101 -0.854 -1.1069 0.8110 0.7554
H 4.270 -0.623 1.824 -0.2509 0.9044 -0.6728
H 2.988 0.096 1.972 -1.0807 0.3103 0.4172
O 3.763 0.129 1.434 1.4143 -1.1829 0.2922
```
Forces are in eV/Å.

The HOMO-LUMO gap is 8.64 eV. The SMILES is C/C=C(\C)NC.O. Its energy above the lowest of the compared OMol25 structures with the same formula, charge and spin is 60.7 kcal/mol. Its highest occupied orbital energy is -0.2869 hartree. Its charge is 0.

---

Record 4
Computed, not measured: a 2-piece molecular cluster, C5H13NO overall, with ωB97M-V/def2-TZVPD.

Geometry as XYZ:
```
20
Properties=species:S:1:pos:R:3:forces:R:3
C 1.549 0.799 -1.833 2.2138 -0.7304 -0.0352
N 1.201 0.041 -0.684 -1.2347 1.3104 2.0145
C 0.173 0.610 0.221 -1.3124 -1.8861 -2.2788
C 0.169 -0.148 1.549 2.1043 0.6000 0.1610
C -0.037 -1.618 1.360 -0.3919 -1.5007 0.1247
C -0.678 -2.396 2.271 0.9936 1.5069 0.2819
H 0.717 1.193 -2.413 -0.1988 -0.1218 0.1229
H 2.278 1.590 -1.593 -0.5208 0.5495 0.0661
H 2.196 0.169 -2.449 -0.4557 -0.1428 -0.4548
H 1.567 -0.801 -0.295 0.8887 -0.0216 -0.8893
H 0.106 1.697 0.246 0.7611 0.0702 0.5006
H -0.709 0.338 -0.383 -0.7056 0.3663 0.8191
H 1.182 0.103 1.918 -0.1391 -0.2871 0.3908
H -0.545 0.220 2.272 -0.1988 0.2076 -0.0442
H 0.415 -2.144 0.518 -1.1611 0.5641 -0.8938
H -0.347 -2.133 3.276 -1.6113 0.5057 0.4538
H -1.445 -3.140 2.124 0.9779 -1.0194 -0.3040
H -2.827 2.563 -1.804 0.3676 0.2631 0.1474
H -2.783 1.191 -2.323 0.4095 -0.2675 -0.0334
O -2.183 1.865 -1.977 -0.7864 0.0335 -0.1493
```
Forces are in eV/Å.

The HOMO-LUMO gap is 8.42 eV. The SMILES is C=CCCNC.O. Its energy above the lowest of the compared OMol25 structures with the same formula, charge and spin is 88.2 kcal/mol. Its highest occupied orbital energy is -0.2819 hartree. Its charge is 0.

---

Record 5
Computed, not measured: one molecule with the formula C5H13NO, with ωB97M-V/def2-TZVPD.

Geometry as XYZ:
```
20
Properties=species:S:1:pos:R:3:forces:R:3
C 1.562 -0.420 -1.239 1.9965 -1.9716 -0.9162
C 0.284 -0.983 -0.650 -0.4947 2.3643 1.7890
C -0.614 0.283 -0.355 -1.4835 -2.1545 0.5195
C -0.109 1.344 0.627 -0.6958 -0.4274 0.3980
C -0.187 0.933 2.174 0.0878 -0.4130 -1.9348
O -1.570 0.683 2.525 1.1571 0.0502 -0.7788
N -0.332 -1.881 -1.626 0.8365 -0.1366 1.2578
H 1.358 -0.040 -2.253 -0.1017 0.7963 0.5458
H 2.279 0.178 -0.636 -1.1785 0.1162 -0.2808
H 2.231 -1.258 -1.544 -0.3924 0.0316 0.4075
H 0.376 -1.339 0.429 0.4702 -0.7882 -1.7004
H -1.548 -0.138 0.117 0.4161 0.1063 -0.5584
H -0.988 0.552 -1.349 0.2627 1.0384 0.2057
H 0.884 1.619 0.267 -0.0961 0.6140 0.5837
H -0.869 2.125 0.591 0.5392 0.6411 -0.3382
H 0.267 1.730 2.777 -0.5081 -0.2598 -0.0083
H 0.392 0.009 2.279 0.0518 0.0743 0.4333
H -1.855 0.163 1.748 -0.3305 0.2743 0.8254
H -0.291 -1.435 -2.529 -0.3581 -0.0298 -0.1981
H -1.271 -2.126 -1.352 -0.1784 0.0738 -0.2516
```
Forces are in eV/Å.

The HOMO-LUMO gap is 10.24 eV. The SMILES is C[C@H](N)CCCO. Its energy above the lowest of the compared OMol25 structures with the same formula, charge and spin is 41.0 kcal/mol. Its highest occupied orbital energy is -0.3407 hartree. Its charge is 0.

---

Record 6
Computed, not measured: an isolated ion of composition C5H13NO and charge +1, with ωB97M-V/def2-TZVPD.

Geometry as XYZ:
```
20
Properties=species:S:1:pos:R:3:forces:R:3
C -0.567 -0.267 2.514 1.5814 -0.8957 0.0814
O 0.781 0.122 3.054 -1.9439 -0.8498 -1.5091
C -0.628 -0.590 1.033 -0.6868 0.3115 -0.4906
C -0.254 0.631 0.187 0.8775 -1.4155 -1.4971
C -0.730 0.373 -1.275 -0.8408 -1.2057 1.3502
C 0.203 -0.484 -2.179 -2.4454 4.3388 -3.4830
N 1.041 0.329 -3.167 1.5096 -2.3032 0.6281
H -1.163 0.701 2.504 0.4576 -0.5008 1.0877
H -0.994 -1.065 3.233 0.5903 1.4946 -0.5190
H 1.378 0.095 2.248 -0.1387 0.2582 0.6379
H -1.733 -0.542 0.973 0.2241 -1.0444 -0.3794
H -0.173 -1.499 0.464 -0.8425 1.1406 1.8951
H 0.788 0.506 -0.092 0.9377 1.0821 1.1931
H -0.591 1.605 0.571 0.4155 -0.3754 -0.0376
H -1.072 1.355 -1.492 0.1374 0.6430 -1.8603
H -1.644 -0.227 -1.188 -0.1712 0.1951 -0.0908
H -0.447 -1.068 -2.823 -0.3192 0.0303 -0.0437
H 0.718 -1.183 -1.691 2.4159 -2.6245 2.5854
H 1.258 -0.391 -3.938 -0.3297 1.6489 1.2926
H 1.994 0.452 -2.711 -1.4287 0.0720 -0.8408
```
Forces are in eV/Å.

The HOMO-LUMO gap (spin up / spin down) is 9.18 / 2.64 eV. Its energy above the lowest of the compared OMol25 structures with the same formula, charge and spin is 114.0 kcal/mol. The expectation value of S² is 0.76. Its highest occupied orbital energy (spin up / spin down) is -0.4740 / -0.4739 hartree. Its charge is +1. The spin multiplicity is 2.

---

Record 7
Computed, not measured: an isolated ion of composition C5H13NO and charge +1, with ωB97M-V/def2-TZVPD.

Geometry as XYZ:
```
20
Properties=species:S:1:pos:R:3:forces:R:3
C -0.232 -0.452 2.329 -0.0711 0.7794 -0.4952
N -0.616 -0.211 0.929 1.0690 -2.9887 1.3746
C 0.381 -0.293 -0.079 2.0098 1.1832 -1.3387
C -0.078 0.579 -1.282 -1.5206 0.8131 -1.8020
C -1.311 -0.026 -1.979 -0.2462 -1.0911 1.1689
O -0.356 1.935 -0.966 0.4298 -0.0628 0.8514
C 1.860 0.007 0.317 -1.5863 -0.2483 -0.2378
H -1.110 -0.433 2.967 0.0471 0.3277 0.0500
H 0.175 -1.472 2.384 0.1036 -0.0025 -0.1814
H 0.556 0.251 2.585 -0.1070 -0.0408 0.3843
H -1.426 -0.800 0.747 -0.6426 0.7367 -0.6498
H 0.470 -1.305 -0.511 -0.9381 -0.1672 0.1724
H 0.671 0.694 -2.064 0.5968 -0.5993 0.4254
H -1.220 -1.115 -2.046 0.2440 -0.0200 -0.1838
H -2.185 0.112 -1.332 -0.1052 0.3265 -0.3113
H -1.523 0.315 -2.986 0.1573 0.4989 0.1100
H -0.629 2.070 -0.046 -0.0824 -0.0694 -0.3738
H 1.882 1.014 0.723 0.6595 -0.1811 0.5845
H 2.477 -0.017 -0.575 -0.2236 0.1931 -0.3242
H 2.214 -0.855 0.883 0.2061 0.6125 0.7764
```
Forces are in eV/Å.

The HOMO-LUMO gap (spin up / spin down) is 11.28 / 6.04 eV. Its energy above the lowest of the compared OMol25 structures with the same formula, charge and spin is 39.7 kcal/mol. The expectation value of S² is 0.75. Its highest occupied orbital energy (spin up / spin down) is -0.5373 / -0.5324 hartree. Its charge is +1. The spin multiplicity is 2.

---

Record 8
Computed, not measured: a 2-piece molecular cluster, C5H13NO overall, with ωB97M-V/def2-TZVPD.

Geometry as XYZ:
```
20
Properties=species:S:1:pos:R:3:forces:R:3
C -1.259 -2.082 1.662 0.4346 1.1648 -0.5611
C -0.402 -0.924 1.229 -0.1228 -1.3389 0.3662
C -0.408 -0.476 -0.068 1.6063 0.6718 -0.5583
N 0.657 0.261 -0.540 -4.5182 -2.6730 1.5051
C 0.599 0.507 -1.989 0.7034 1.1604 -0.4470
C 0.613 -0.788 -2.869 1.2605 1.4392 1.3308
H -0.663 -2.852 2.145 0.0397 0.1546 0.3701
H -1.958 -1.608 2.352 -0.3880 -0.6063 0.2768
H -1.740 -2.543 0.805 -0.3643 0.1212 0.0859
H 0.320 -0.560 1.957 0.0180 0.1628 -0.1549
H -1.188 -0.774 -0.748 -0.0289 -0.1494 -0.2589
H 1.042 0.539 0.357 1.8685 1.2961 -1.1344
H 1.416 1.204 -2.176 -0.1403 -0.1428 -0.4690
H -0.348 1.002 -2.216 0.1134 0.3198 0.4635
H -0.053 -0.631 -3.707 -0.2033 -0.3631 0.0283
H 0.364 -1.583 -2.173 -0.1444 -0.5352 -0.6914
H 1.642 -0.861 -3.220 -0.1642 -0.6270 -0.1358
H -0.007 4.150 3.646 -0.7832 -0.0195 -0.5457
H 1.173 4.016 2.850 -0.5582 -0.0209 -0.8963
O 0.201 4.004 2.703 1.3712 -0.0145 1.4262
```
Forces are in eV/Å.

The HOMO-LUMO gap (spin up / spin down) is 10.67 / 7.63 eV. Its energy above the lowest of the compared OMol25 structures with the same formula, charge and spin is 29.9 kcal/mol. The expectation value of S² is 0.77. Its highest occupied orbital energy (spin up / spin down) is -0.5174 / -0.5236 hartree. Its charge is +1. The spin multiplicity is 2.

---

Calculated electronic energy in order - -8932.7166, -8932.4814, -8931.3772, -8930.1875, -8932.2327, -8920.8079, -8924.0274, -8924.4527 eV